Arrangement 1

Molecular formula: H2NO3S
Method: DFT, wB97M-V/def2-TZVPD

The spin multiplicity is 1. Its gap between HOMO and LUMO is 0.3273 Eh. The charge is -1.

Bonds (Å) are listed after each position.
Cartesian coordinates (Å):
1 H -0.6746 -0.3938 0.0286  N4 0.995
2 S 0.4296 0.3298 1.6888  N4 1.681, O5 1.669, O6 1.456, O7 1.465
3 H 0.5149 0.6986 -0.1268  N4 1.078
4 N 0.3110 -0.3247 0.1449  H1 0.995, S2 1.681, H3 1.078
5 O -0.7993 1.4476 1.5318  S2 1.669
6 O 0.1583 -0.7751 2.5978  S2 1.456
7 O 1.7412 0.9755 1.7890  S2 1.465

The computed Löwdin charges, all in e, follow: H 0.01; S 0.42; H 0.05; N -0.14; O -0.55; O -0.41; O -0.40

***

Arrangement 2

Molecular formula: H2NO3S
Method: DFT, wB97M-V/def2-TZVPD

The spin multiplicity is 1. Its gap between HOMO and LUMO (spin up / spin down) is 0.2712 / 0.3408 Eh. The charge is -1.

Bonds (Å) are listed after each position.
Cartesian coordinates (Å):
1 O 1.2328 -0.2585 -1.3104  S6 1.455
2 N -1.1539 1.1811 0.4908  H4 1.015, H7 1.010
3 O 1.1701 -1.2195 0.9264  S6 1.457
4 H -0.6071 1.4966 -0.3034  N2 1.015
5 O -0.4142 -2.0358 -0.6953  S6 1.475
6 S 0.4235 -0.8940 -0.2814  O1 1.455, O3 1.457, O5 1.475
7 H -0.6511 1.7301 1.1733  N2 1.010

The computed Löwdin charges, all in e, follow: O -0.41; N -0.06; O -0.42; H -0.10; O -0.41; S 0.50; H -0.09

***

Calculated relative energies: arrangement 1 0.0; arrangement 2 147.5, given in kJ/mol

***

Arrangement 1

Molecular formula: H2NO3S
Method: DFT, wB97M-V/def2-TZVPD

The spin multiplicity is 1. Its gap between HOMO and LUMO is 0.2969 Eh. The charge is -1.

Bonds (Å) are listed after each position.
Cartesian coordinates (Å):
1 O -2.8196 0.6345 -0.3034  S3 1.467
2 O -1.6829 -1.4747 -0.3968  S3 1.511
3 S -1.7318 -0.1377 0.3063  O1 1.467, O2 1.511, N5 1.777
4 H -0.2163 1.2599 0.5333  N5 1.002
5 N -0.3310 0.7549 -0.3249  S3 1.777, H4 1.002, O6 1.628
6 O 0.7202 -0.4822 -0.2084  N5 1.628, H7 0.964
7 H 0.0457 -1.0916 -0.5305  O6 0.964

The computed Löwdin charges, all in e, follow: O -0.55; O -0.55; S 0.57; H 0.00; N -0.20; O -0.23; H -0.04

***

Arrangement 2

Molecular formula: H2NO3S
Method: DFT, wB97M-V/def2-TZVPD

The spin multiplicity is 1. Its gap between HOMO and LUMO is 0.2768 Eh. The charge is -1.

Bonds (Å) are listed after each position.
Cartesian coordinates (Å):
1 H 0.3041 -1.4747 -0.9928  N3 1.067
2 O -0.2013 1.2657 0.9203  S4 1.486
3 N -0.0945 -0.9942 -0.1276  H1 1.067, S4 1.980, O6 1.460
4 S -0.3267 0.9321 -0.5223  O2 1.486, N3 1.980, O5 1.445
5 O -1.6492 1.2170 -1.0294  S4 1.445
6 O 1.1070 -0.8770 0.6928  N3 1.460, H7 0.921
7 H 0.8606 -0.0689 1.0589  O6 0.921

The computed Löwdin charges, all in e, follow: H 0.05; O -0.56; N -0.25; S 0.62; O -0.54; O -0.24; H -0.08

***

Calculated relative energies: arrangement 1 14.2; arrangement 2 0.0, given in kJ/mol

***

Arrangement 1

Molecular formula: C4H7N3S
Method: DFT, wB97M-V/def2-TZVPD

The spin multiplicity is 1. Its gap between HOMO and LUMO is 0.2518 Eh.

Bonds (Å) are listed after each position.
Cartesian coordinates (Å):
1 C 0.8633 -0.2050 -1.6310  N4 1.312, H12 1.112, C13 1.550
2 N -0.7627 -0.2942 2.1694  H5 1.021, H14 1.111, C15 1.414
3 H 1.3341 -1.8372 -3.0429  C13 1.134
4 N 0.3062 -0.3350 -0.4506  C1 1.312, N10 1.275
5 H -0.3952 -1.2033 1.8837  N2 1.021
6 S -2.2209 2.4282 2.6851  C11 1.584
7 H 2.6013 -1.0655 -2.4033  C13 1.118
8 H 1.7725 -2.2287 -1.0300  C13 1.234
9 H -1.6958 2.4646 0.3454  C11 1.094
10 N -0.5867 0.4733 -0.0317  N4 1.275, C15 1.274
11 C -1.5863 1.9622 1.3108  S6 1.584, H9 1.094, C15 1.431
12 H 0.7031 0.7391 -2.1963  C1 1.112
13 C 1.6450 -1.4893 -2.0091  C1 1.550, H3 1.134, H7 1.118, H8 1.234
14 H -1.0306 -0.0989 3.2296  N2 1.111
15 C -0.9472 0.6897 1.1709  N2 1.414, N10 1.274, C11 1.431

Löwdin atomic charge list, values in e, 8 entries: C -0.15; N 0.09; H 0.07; N -0.06; H 0.08; S 0.73; H 0.05; H 0.14

***

Arrangement 2

Molecular formula: C4H7N3S
Method: DFT, wB97M-V/def2-TZVPD

The spin multiplicity is 1. Its gap between HOMO and LUMO is 0.3013 Eh.

Bonds (Å) are listed after each position.
Cartesian coordinates (Å):
1 H 1.0725 -2.1678 2.0615  C3 1.076
2 N 2.1701 -1.1780 0.5976  C3 1.373, H6 1.050, H10 1.044
3 C 0.9873 -1.6096 1.1453  H1 1.076, N2 1.373, N13 1.279
4 H -1.3617 1.6991 -1.8585  C8 1.092
5 H -2.5457 1.3610 -0.6345  C8 1.056
6 H 2.9661 -1.0675 1.2731  N2 1.050
7 N -0.7360 -0.7061 -1.4261  H12 1.076, C15 1.285
8 C -1.5930 1.7872 -0.7951  H4 1.092, H5 1.056, C11 1.480, H14 1.115
9 S 0.4928 1.7898 1.1007  C11 1.677
10 H 1.9915 -0.3705 -0.0396  N2 1.044
11 C -0.5676 1.0863 0.0092  C8 1.480, S9 1.677, C15 1.533
12 H -0.5975 -1.7538 -1.6301  N7 1.076
13 N -0.2315 -1.3057 0.9026  C3 1.279, C15 1.430
14 H -1.5920 2.8631 -0.5025  C8 1.115
15 C -0.4555 -0.4275 -0.2036  N7 1.285, C11 1.533, N13 1.430

Löwdin atomic charge list, values in e, 8 entries: H 0.11; N 0.08; C -0.31; H 0.09; H 0.07; H 0.12; N 0.14; C -0.13

***

Calculated relative energies: arrangement 1 233.4; arrangement 2 0.0, given in kJ/mol

***

Arrangement 1

Molecular formula: C4H11NSi
Method: DFT, wB97M-V/def2-TZVPD

The spin multiplicity is 1. Its gap between HOMO and LUMO (spin up / spin down) is 0.3595 / 0.1981 Eh.

Bonds (Å) are listed after each position.
Cartesian coordinates (Å):
1 H -2.0623 -0.7026 3.0886  C7 1.110
2 C 0.1286 -0.9913 -1.6963  H6 1.107, Si9 1.899, H11 1.092, H15 1.199
3 H 2.5574 0.3859 1.0113  C5 1.122
4 N -1.9890 -1.3928 1.0582  C7 1.229
5 C 1.5414 -0.0904 0.9827  H3 1.122, Si9 1.865, H10 1.134, H16 1.019
6 H 0.9826 -1.1604 -2.3808  C2 1.107
7 C -2.4098 -1.2832 2.2081  H1 1.110, N4 1.229, H12 1.172
8 C 0.5717 2.2370 -1.2345  Si9 1.961, H13 1.049, H14 1.173, H17 1.131
9 Si 0.5205 0.4231 -0.4915  C2 1.899, C5 1.865, C8 1.961
10 H 0.9467 0.1077 1.9279  C5 1.134
11 H -0.4172 -1.7901 -1.1900  C2 1.092
12 H -3.4692 -1.7173 2.4592  C7 1.172
13 H -0.2690 2.5154 -1.7970  C8 1.049
14 H 1.5430 2.2235 -1.8926  C8 1.173
15 H -0.6592 -0.6584 -2.5363  C2 1.199
16 H 1.6804 -1.0972 0.9067  C5 1.019
17 H 0.8034 2.9910 -0.4236  C8 1.131

Löwdin atomic charge list, values in e, 8 entries: H 0.06; C -0.28; H 0.04; N 0.06; C -0.26; H 0.01; C -0.25; C -0.25

***

Arrangement 2

Molecular formula: C4H11NSi
Method: DFT, wB97M-V/def2-TZVPD

The spin multiplicity is 1. Its gap between HOMO and LUMO is 0.3157 Eh.

Bonds (Å) are listed after each position.
Cartesian coordinates (Å):
1 Si -1.3435 1.0021 -0.5753  C3 1.967, N4 1.740
2 H -0.5495 -3.1703 1.7753  C13 1.073
3 C -1.4634 1.7496 1.2405  Si1 1.967, H9 1.125, H12 1.138, H14 1.111
4 N 0.2360 1.5753 -1.0275  Si1 1.740, C6 1.518, H8 1.018
5 H 1.9232 0.4241 -1.2419  C6 1.186
6 C 1.1998 0.9508 -2.0205  N4 1.518, H5 1.186, H7 1.087, H11 1.109
7 H 0.7985 0.3466 -2.8303  C6 1.087
8 H 0.5827 2.3325 -0.4413  N4 1.018
9 H -1.0739 2.7818 1.4608  C3 1.125
10 H 0.5422 -2.0036 -0.5223  C17 1.047
11 H 1.9351 1.6154 -2.5172  C6 1.109
12 H -2.5512 1.7873 1.5718  C3 1.138
13 C 0.2729 -2.6135 1.3682  H2 1.073, H15 1.111, C17 1.351
14 H -0.7971 1.1524 1.8990  C3 1.111
15 H 1.1361 -2.2812 1.9833  C13 1.111
16 H -0.7355 -3.0878 -0.1974  C17 0.860
17 C -0.1125 -2.5614 0.0747  H10 1.047, C13 1.351, H16 0.860

Löwdin atomic charge list, values in e, 8 entries: Si 0.63; H 0.03; C -0.36; N -0.33; H 0.10; C -0.19; H 0.05; H 0.05

***

Calculated relative energies: arrangement 1 9.1; arrangement 2 0.0, given in kJ/mol